# 1
Here is C24H20N6O3 in the gas phase in a non-equilibrium geometry from the OMol25 dataset. Energies are from ωB97M-V/def2-TZVPD.

Cartesian coordinates (Å):
C: 4.5149 1.4758 -1.0371
C: 4.7055 0.2099 -0.2720
C: 5.9040 -0.4388 -0.1874
C: 6.0205 -1.6325 0.5538
C: 4.9282 -2.1304 1.1830
N: 3.7244 -1.5000 1.1123
C: 2.6201 -2.1017 1.8171
O: 2.8034 -3.1287 2.4332
C: 1.3926 -1.3756 1.6941
C: 0.2161 -1.8322 2.3265
C: -0.9440 -1.1277 2.1964
C: -2.1262 -1.5830 2.8157
N: -3.0707 -1.9880 3.3246
C: -0.9960 0.0923 1.4044
N: -2.0199 0.8331 1.2522
C: -3.3280 0.7310 1.6024
O: -3.8406 1.4819 2.4047
C: -4.1272 -0.2565 0.8119
C: -3.5981 -1.0561 -0.1963
C: -4.4320 -1.9638 -0.8270
C: -5.7587 -2.0320 -0.4285
N: -6.2716 -1.2736 0.5263
C: -5.4763 -0.4153 1.1319
N: 0.1914 0.4992 0.8127
C: 0.1714 1.6925 -0.0073
C: 0.0394 1.3298 -1.4997
C: -0.1125 2.6023 -2.3615
C: -1.4837 2.4341 -3.0270
C: -2.1535 1.3855 -2.1380
O: -1.1010 0.5301 -1.7349
C: 1.3465 -0.1957 0.9309
N: 2.4211 0.2990 0.3051
C: 3.5678 -0.3343 0.3996
H: 3.7325 1.3447 -1.7815
H: 4.1876 2.2672 -0.3659
H: 5.4371 1.7751 -1.5260
H: 6.7716 -0.0390 -0.6896
H: 6.9649 -2.1454 0.6216
H: 4.9234 -3.0359 1.7722
H: 0.2609 -2.7435 2.9044
H: -2.5641 -0.9637 -0.4973
H: -4.0588 -2.6031 -1.6127
H: -6.4481 -2.7238 -0.8954
H: -5.9139 0.1869 1.9164
H: 1.1041 2.2354 0.1483
H: -0.6882 2.2830 0.3134
H: 0.9084 0.7264 -1.7842
H: 0.6870 2.6857 -3.0943
H: -0.0921 3.4879 -1.7277
H: -2.0499 3.3608 -3.0670
H: -1.3722 2.0434 -4.0384
H: -2.8934 0.7760 -2.6568
H: -2.6238 1.8511 -1.2616

Output
Kohn-Sham gap = 0.27461 hartree
SMILES string = Cc1cccn2c(=O)c3cc(C#N)/c(=N\C(=O)c4cccnc4)n(C[C@@H]4CCCO4)c3nc12

# 2
Here is a molecular structure, C24H21BCaN7O4Te in a non-equilibrium geometry from the OMol25 dataset. Energies are from ωB97M-V/def2-TZVPD.

Cartesian coordinates (Å):
Ca: -0.5722 1.1136 -0.3714
C: 2.5720 1.2430 2.6100
C: 1.2243 1.0073 2.3151
N: 1.0833 0.6457 1.0463
N: 2.3099 0.6513 0.4987
C: 3.2256 1.0073 1.4172
B: 2.5500 0.3157 -0.9906
N: 2.1096 1.5074 -1.8811
C: 2.8882 2.2839 -2.6556
C: 2.0735 3.1366 -3.3714
C: 0.7790 2.8047 -2.9497
N: 0.8148 1.8247 -2.0557
N: 1.6949 -0.8979 -1.4056
C: 2.0866 -2.1089 -1.8445
C: 0.9595 -2.8105 -2.2246
C: -0.1023 -1.9266 -1.9714
N: 0.3555 -0.7865 -1.4773
H: 3.0012 1.5620 3.5439
H: 0.3630 1.0795 2.9599
H: 4.2736 1.0672 1.1744
H: 3.7138 0.0894 -1.1732
H: 3.9605 2.1788 -2.6612
H: 2.3673 3.8957 -4.0753
H: -0.1589 3.2216 -3.2787
H: 3.1268 -2.3897 -1.8707
H: 0.9113 -3.8079 -2.6269
H: -1.1620 -2.0691 -2.1238
O: -0.6122 5.3455 -0.0983
C: -0.8210 4.1383 -0.2215
O: -0.3023 3.1674 0.4087
C: -1.8491 3.6875 -1.2834
C: -2.4513 4.4890 -2.2427
C: -3.2630 3.8718 -3.1884
C: -3.4623 2.4941 -3.1556
C: -2.8560 1.7776 -2.1368
N: -2.0864 2.3854 -1.2434
C: -2.9738 0.2661 -1.8854
O: -3.6096 -0.4290 -2.6716
O: -2.3599 -0.0998 -0.8275
H: -2.2665 5.5541 -2.2509
H: -3.7364 4.4633 -3.9633
H: -4.0685 1.9841 -3.8913
C: -1.5807 -1.5433 3.7821
Te: -2.0980 -0.9390 1.7414
C: -0.5342 -2.3402 1.2869
C: -0.4275 -3.2886 2.4421
C: 0.2008 -4.5232 2.3169
C: 0.3185 -5.3682 3.4105
C: -0.2023 -4.9865 4.6385
C: -0.8349 -3.7587 4.7675
C: -0.9459 -2.9003 3.6786
H: -2.4501 -1.5568 4.4388
H: -0.8613 -0.8354 4.2027
H: 0.3975 -1.7891 1.1569
H: -0.7540 -2.8531 0.3564
H: 0.5947 -4.8223 1.3519
H: 0.8134 -6.3259 3.3039
H: -0.1141 -5.6428 5.4959
H: -1.2522 -3.4606 5.7231

Output
Kohn-Sham gap = 0.28600 hartree
Total charge = -1

# 3
Here is a molecular structure, C24H21BCl5N6O2OsS4 from the OMol25 dataset. Energies are from ωB97M-V/def2-TZVPD.

Cartesian coordinates (Å):
Os: 0.6334 0.3464 -0.5298
O: 0.0940 -3.0464 3.9698
C: 0.8177 -3.7078 3.0483
C: 1.2147 -5.0043 3.3654
C: 1.9596 -5.7451 2.4728
C: 2.3344 -5.2144 1.2362
C: 1.9525 -3.9332 0.9183
C: 1.1925 -3.1579 1.8094
C: 0.8070 -1.8047 1.4086
O: 1.2957 -1.3424 0.2687
N: 0.0044 -1.1028 2.1410
N: -0.2626 0.1491 1.5913
C: -0.9888 0.8945 2.3477
S: -1.6162 0.2826 3.8533
C: -2.2589 1.8845 4.4052
C: -2.7097 2.6670 3.1889
S: -1.4099 2.5316 1.9369
H: -0.0995 -2.1576 3.6133
H: 0.9199 -5.4041 4.3285
H: 2.2586 -6.7525 2.7401
H: 2.9162 -5.8022 0.5381
H: 2.2328 -3.4975 -0.0311
H: -1.4712 2.4050 4.9459
H: -3.0867 1.6839 5.0828
H: -2.8272 3.7266 3.4124
H: -3.6381 2.2783 2.7762
C: -2.9060 -1.8932 0.9076
N: -3.1388 -0.6027 0.2535
C: -4.1331 0.2782 0.6092
C: -4.1017 1.2827 -0.2955
N: -3.1067 1.0103 -1.2083
B: -3.0471 1.8676 -2.5458
N: -1.6676 1.7800 -3.2997
C: -1.5809 1.5641 -4.6564
C: -0.2982 1.7678 -5.0369
N: 0.4001 2.1023 -3.8963
C: 1.8120 2.4927 -3.8562
C: -0.4636 2.1332 -2.8653
S: -0.0420 2.4850 -1.2085
C: -2.5230 -0.1398 -0.8571
S: -1.1642 -0.9165 -1.6255
H: -3.0031 -1.7693 1.9836
H: -1.9084 -2.2418 0.6783
H: -3.6301 -2.6231 0.5529
H: -4.7716 0.1044 1.4610
H: -4.7133 2.1666 -0.3818
H: -3.8724 1.4235 -3.3080
H: -3.2504 3.0176 -2.2297
H: -2.4411 1.2665 -5.2337
H: 0.1796 1.6864 -5.9999
H: 2.3558 1.9285 -4.6094
H: 2.2214 2.2734 -2.8748
H: 1.9097 3.5568 -4.0536
Cl: 2.3293 -0.5493 -3.0288
C: 3.2744 0.3656 -1.8885
C: 2.6189 0.8444 -0.7677
C: 3.3388 1.5941 0.1475
Cl: 2.5040 2.2359 1.5230
C: 4.6924 1.8553 -0.0417
Cl: 5.5585 2.7850 1.1050
C: 5.3319 1.3602 -1.1823
Cl: 6.9914 1.6799 -1.4378
C: 4.6156 0.6167 -2.1225
Cl: 5.3648 0.0346 -3.5482

Output
Kohn-Sham gap (alpha / beta) = 0.28952 / 0.21069 hartree
Total charge = +1
⟨S²⟩ = 6.02
2S+1 = 5